96
Properties=species:S:1:pos:R:3:forces:R:3:lowdin_charge:R:1 method="wB97M-V/def2-TZVPD" orbital_gap_ev=9.382 smiles=CC(C)O.CC(C)O.CC(C)O.CC(C)O.CC(C)O.CC(C)O.CC(C)O.CC(C)O energy_ha=-1554.646986 charge=0 lumo_energy_ev=0.085
H 11.815 2.207 23.499 -0.041 0.167 -0.345 0.08
H 10.595 0.312 23.740 -0.188 0.195 -0.670 0.07
H 11.928 0.500 21.479 0.090 -0.098 -0.070 0.14
O 15.282 -2.948 29.207 -0.175 -1.022 -0.889 -0.08
C 21.757 3.363 23.773 -1.341 0.156 -0.071 -0.52
H 17.331 -4.223 23.269 0.507 -0.241 -0.112 0.08
C 14.327 -0.714 29.012 0.763 -0.481 1.261 -0.04
H 17.471 -5.598 22.096 0.158 0.122 0.082 0.09
C 16.056 1.454 25.450 -0.276 0.612 0.108 -0.04
C 15.453 -1.600 29.567 0.491 0.088 1.238 -0.50
H 21.827 4.155 23.017 -0.024 0.026 -0.016 0.14
H 12.274 6.461 28.149 0.083 -0.169 0.356 0.09
H 12.908 2.461 28.197 -0.291 -0.279 -0.086 0.06
H 18.642 3.229 29.214 -0.113 0.003 -0.047 0.08
H 22.579 4.514 25.351 -0.321 0.578 0.054 0.08
H 10.887 -1.258 23.086 0.528 -0.213 -0.164 0.08
H 11.844 -0.472 24.416 0.597 -0.646 -0.300 0.08
C 16.187 0.301 24.459 -0.292 0.032 -1.219 -0.45
H 15.010 -3.760 22.457 0.103 -0.481 0.548 0.13
H 18.595 1.663 30.045 0.180 0.127 0.085 0.09
O 13.581 -0.382 22.403 0.204 -0.013 -0.866 -0.07
C 16.816 -5.047 22.768 0.287 1.152 0.971 -0.06
H 12.422 -4.017 26.148 -0.188 0.497 -0.579 0.07
O 12.215 5.622 27.686 -0.238 0.474 -1.375 -0.06
C 15.089 -5.215 26.550 0.005 -0.240 -1.016 -0.04
C 12.492 4.503 28.493 0.572 0.385 0.056 -0.49
H 14.521 -3.925 24.868 0.165 -0.250 -0.048 0.12
H 17.355 -0.393 29.872 -0.391 -0.038 0.298 0.06
H 20.611 1.930 22.572 -0.058 0.182 -0.096 0.08
H 16.501 -5.702 23.581 -0.446 -0.094 -0.261 0.07
C 18.515 2.157 29.073 -0.488 -0.471 0.265 -0.06
H 23.672 3.077 23.565 -0.002 0.022 0.058 0.09
C 20.521 2.501 23.495 0.474 -0.336 0.515 -0.06
H 14.255 -5.142 20.528 -0.348 -0.225 0.275 0.07
O 22.887 2.538 23.698 0.502 -0.584 -0.117 -0.04
H 20.830 3.099 29.113 0.155 0.069 0.020 0.07
H 14.556 -6.058 26.102 -0.497 0.150 0.188 0.08
H 13.191 2.337 22.321 -0.225 0.306 0.081 0.08
C 20.963 2.079 28.741 -0.295 0.958 0.262 -0.06
H 13.419 1.672 23.904 -0.045 -0.457 0.036 0.06
C 12.404 3.246 27.630 0.323 0.023 0.427 -0.05
O 15.085 -0.606 24.551 0.106 -0.160 0.827 -0.09
H 14.654 5.010 28.479 -0.133 -0.161 -0.234 0.08
C 15.734 -4.402 21.941 -0.347 -2.126 -0.738 -0.51
H 14.674 -6.324 21.859 -0.466 0.246 0.019 0.08
H 21.511 3.329 25.986 0.206 -0.670 -0.444 0.05
H 19.589 3.063 23.534 0.104 0.172 -0.219 0.08
O 15.488 -2.847 26.339 1.227 -0.319 -0.035 -0.09
H 14.527 -0.490 23.761 0.111 -0.194 0.246 0.03
H 21.757 2.164 27.998 0.012 -0.470 -0.044 0.06
H 14.221 0.196 29.606 0.042 0.042 0.017 0.07
C 19.600 1.622 28.174 1.823 0.581 0.591 -0.49
H 17.976 -0.233 25.544 0.023 -0.259 0.074 0.06
H 17.496 1.942 28.747 0.082 0.068 -0.328 0.07
C 14.600 -3.889 25.959 -1.096 0.966 1.360 -0.44
H 14.152 3.703 29.592 0.250 0.214 0.305 0.07
C 13.236 -3.381 26.511 -0.347 -1.513 0.077 -0.04
H 19.587 2.091 27.183 -0.643 -0.429 -0.268 0.12
H 16.418 1.142 26.431 -0.123 0.107 0.100 0.06
H 12.957 3.334 26.694 0.016 0.330 0.020 0.07
H 15.417 -1.779 30.650 -0.443 1.076 0.130 0.14
H 15.235 -2.037 25.871 0.047 0.065 -0.205 0.05
H 16.861 -0.723 28.225 0.169 0.031 -0.032 0.06
H 16.542 2.394 25.175 0.852 -0.451 -0.244 0.08
C 15.034 -5.549 21.180 -0.410 0.252 -0.109 -0.06
C 17.521 -0.423 24.570 0.906 0.012 0.112 -0.03
H 13.614 -0.897 21.594 0.014 -0.066 0.041 0.11
C 12.701 1.731 23.084 0.394 -0.073 -0.509 -0.04
H 21.277 1.486 29.599 -0.022 -0.219 -0.153 0.08
H 13.746 5.435 29.929 0.353 -0.151 0.235 0.07
H 13.085 -3.492 27.588 0.814 0.021 0.163 0.07
H 11.384 2.946 27.397 -0.019 0.075 0.078 0.08
H 15.695 -6.082 20.493 0.476 0.340 0.166 0.08
H 14.576 -0.419 27.993 -0.511 -0.305 -0.209 0.06
H 17.519 -1.496 24.376 -0.667 -0.047 0.301 0.08
C 12.370 0.365 22.466 -0.844 0.051 1.861 -0.43
C 11.402 -0.360 23.422 -0.738 0.956 0.598 -0.05
H 16.106 -5.440 26.220 0.219 0.455 0.268 0.07
H 20.137 -0.114 27.448 0.044 0.014 0.018 0.09
C 13.879 4.668 29.164 -1.101 -0.146 -0.061 -0.05
H 15.017 -5.293 27.634 -0.005 0.248 0.005 0.08
H 20.472 1.783 24.318 -0.071 -0.165 -0.080 0.07
H 15.645 -3.075 20.627 0.421 0.189 -0.416 0.08
H 18.244 -0.090 23.820 -0.117 0.499 0.052 0.07
H 13.456 -1.345 29.189 -0.436 0.415 -0.738 0.08
H 16.124 0.664 23.428 0.086 0.439 0.077 0.13
O 19.590 0.207 28.171 -0.698 -0.168 -0.472 -0.05
H 15.464 -3.091 28.264 -0.012 0.444 -0.029 0.04
H 20.737 4.615 25.253 0.343 0.587 -0.432 0.08
H 17.458 -2.037 29.204 0.318 0.206 0.148 0.09
C 16.857 -1.127 29.243 0.153 -0.367 -1.123 -0.05
C 21.636 4.007 25.135 0.149 0.022 0.867 -0.06
H 11.708 4.520 29.258 0.210 -0.641 0.252 0.13
O 16.375 -3.590 20.988 0.064 0.896 -0.380 -0.05
H 13.137 -2.315 26.313 -0.331 -0.125 -0.444 0.07
H 15.049 1.869 25.538 -0.356 -0.783 0.102 0.06